# 1
{
  "formula": "C3H6N4O",
  "method": "the ωB97M-V functional and the def2-TZVPD basis",
  "smiles": "[H]/N=c1\\oc(N)cn1N",
  "max_force_ev_per_a": 9.09,
  "charge": 0,
  "orbital_gap_ev": 8.93,
  "elements": ["H", "N", "C", "O", "C", "N", "C", "N", "N", "H", "H", "H", "H", "H"],
  "coordinates": [[-1.188, 2.901, 0.054], [-1.532, 1.889, 0.037], [-0.713, 0.936, -0.202], [0.596, 1.212, -0.288], [1.341, -0.181, -0.069], [2.788, 0.134, -0.116], [0.314, -1.003, -0.112], [-0.840, -0.404, -0.453], [-1.869, -1.205, 0.033], [2.856, 0.491, 1.029], [3.225, -0.673, -0.259], [-0.005, -2.003, 0.014], [-2.166, -0.903, 0.914], [-2.806, -1.192, -0.581]],
  "forces_ev_per_angstrom": [[0.0, -2.5, 0.0], [-1.0, -0.3, -0.4], [0.5, 4.5, -0.1], [2.4, -2.9, 0.4], [0.6, 4.4, -1.4], [-5.8, 4.2, 5.6], [2.5, -1.6, -0.4], [-2.9, 0.8, 0.4], [-4.1, -0.7, -3.1], [0.7, -1.4, -4.3], [2.8, -4.2, -0.3], [1.6, -1.4, 0.3], [-0.4, 0.8, 1.8], [3.1, 0.3, 1.4]]
}


# 2
{
  "formula": "C8H6ClO3P",
  "method": "the ωB97M-V functional and the def2-TZVPD basis",
  "smiles": "O=P(Cl)(c1ccco1)c1ccco1",
  "max_force_ev_per_a": 8.37,
  "charge": 0,
  "orbital_gap_ev": 9.60,
  "elements": ["O", "P", "Cl", "C", "C", "C", "C", "O", "C", "C", "C", "C", "O", "H", "H", "H", "H", "H", "H"],
  "coordinates": [[0.782, 2.089, -1.859], [0.358, 1.442, -0.287], [0.526, 2.756, 1.156], [-1.308, 0.795, -0.185], [-2.319, 0.743, -1.102], [-3.378, 0.061, -0.465], [-2.928, -0.250, 0.784], [-1.677, 0.186, 0.965], [1.504, 0.114, 0.076], [1.897, -0.603, 1.174], [2.867, -1.513, 0.703], [2.983, -1.278, -0.638], [2.164, -0.303, -1.017], [-2.282, 1.145, -2.092], [-4.340, -0.166, -0.876], [-3.392, -0.762, 1.604], [1.540, -0.489, 2.177], [3.405, -2.238, 1.276], [3.597, -1.729, -1.393]],
  "forces_ev_per_angstrom": [[-2.3, -2.8, 7.0], [1.9, 1.9, -7.9], [0.0, 0.5, 0.9], [0.3, 0.4, -0.7], [0.7, 0.2, 0.3], [0.0, -0.2, 0.6], [-0.7, -0.1, -0.5], [0.2, 0.0, 0.4], [-0.5, 0.4, 0.7], [-0.3, 0.4, -0.4], [0.2, -0.1, -0.5], [0.3, -0.6, 0.7], [0.1, 0.0, -0.6], [0.1, 0.1, -0.2], [-0.2, -0.1, 0.0], [0.0, -0.1, 0.2], [-0.1, 0.1, 0.2], [0.2, -0.2, 0.1], [0.0, 0.0, -0.2]]
}


In kcal/mol, the relative energy (zero: lowest compared OMol25 entry of this formula, charge and spin) values for the records above are, in order, 113.4 8.8.